Run A
C6H9NO | ωB97M-V/def2-TZVPD

XYZ file:
```
17
Properties=species:S:1:pos:R:3:mulliken_charge:R:1
C 1.26963 -0.66599 0.91774 -0.84
C 0.98442 -1.33661 -0.51019 -0.65
N 0.22899 -0.30257 -1.20662 -0.21
C -0.79582 0.07467 -2.03938 -0.39
C -1.03177 0.19207 -0.55590 -0.36
C -0.65690 1.16217 0.44620 -0.20
O -0.68276 0.48855 1.71343 -0.45
C 0.55210 0.68100 1.15779 0.11
H 0.97150 -1.44744 1.58998 0.26
H 2.31274 -0.50187 1.08982 0.39
H 0.36944 -2.19543 -0.30345 0.35
H 1.90581 -1.56847 -0.95698 0.37
H -1.46606 -0.65775 -2.54628 0.26
H -0.64463 0.93123 -2.66174 0.25
H -1.64188 -0.65822 -0.20939 0.28
H -0.99073 2.22532 0.50253 0.42
H 1.11308 1.43839 1.73691 0.40
```

Results
HOMO-LUMO gap = 9.7 eV
structure (SMILES) = C1CN2C[C@@H]2[C@H]2O[C@@H]12
HOMO level = -8.54 eV



Run B
C6H9NO | ωB97M-V/def2-TZVPD

XYZ file:
```
17
Properties=species:S:1:pos:R:3:mulliken_charge:R:1
C -0.36527 -0.66920 0.47633 0.59
C 0.98860 -1.40028 0.03718 -0.86
C 0.91341 -0.06597 0.67310 -0.29
C 0.72362 1.11345 -0.24526 -0.22
C -0.17945 0.70133 -1.60282 -0.68
C -1.13038 0.30172 -0.45714 -0.32
H -1.12031 -1.99729 1.88090 0.39
H 1.08506 -2.37806 0.70724 0.19
H 1.34953 -1.46390 -0.91057 0.30
H 1.06906 0.11932 1.70006 0.34
H 1.56319 1.88651 -0.45018 0.32
H 0.22664 -0.26716 -2.02295 0.19
H -0.41032 1.57871 -2.27100 0.32
H -2.13554 0.24472 -0.62283 0.62
H -0.82674 1.65409 1.15452 0.26
N -0.73943 1.51357 0.20867 -0.57
O -1.01166 -0.87158 1.74474 -0.59
```

Results
HOMO-LUMO gap = 9.3 eV
HOMO level = -8.57 eV



We find run A to be the most stable, with the next structure 117.0 kJ/mol higher.